Entry 1:
# C6H10O

One molecule with the formula C6H10O (the ωB97M-V functional and the def2-TZVPD basis, the OMol25 dataset).

Calculated values
* ΔE to the lowest compared entry with this formula, charge and spin: 67.2 kcal per mole
* LUMO: 1.14 eV
* F_max: 1.508 eV/Å
* SMILES: C=C[C@H]1CO[C@H]1C
* frontier orbital gap: 0.3861 hartree

```
17
C6H10O (the ωB97M-V functional and the def2-TZVPD basis)
C -2.076 0.168 0.150
C -0.602 0.699 0.385
C 0.428 -2.121 0.074
C 1.308 -1.189 -0.279
C 1.125 0.190 0.291
C 1.072 1.460 -0.544
O -0.308 1.396 -0.813
H -2.555 -0.439 0.928
H -2.199 -0.337 -0.815
H -2.728 1.063 0.063
H -0.669 1.383 1.252
H 0.470 -3.139 -0.286
H -0.400 -1.881 0.741
H 2.212 -1.450 -0.855
H 1.980 0.308 1.009
H 1.263 2.305 0.141
H 1.678 1.581 -1.443
```

=====

Entry 2:
# C6H10O

One molecule with the formula C6H10O (the ωB97M-V functional and the def2-TZVPD basis, the OMol25 dataset).

Calculated values
* ΔE to the lowest compared entry with this formula, charge and spin: 111.8 kcal per mole
* LUMO (spin up / spin down): 0.31 / 0.01 eV
* F_max: 0.480 eV/Å
* frontier orbital gap (spin up / spin down): 0.2988 / 0.2786 hartree

```
17
C6H10O (the ωB97M-V functional and the def2-TZVPD basis)
C -0.556 1.205 1.593
C 0.445 0.110 1.298
C 0.069 -1.132 0.580
C 1.017 -0.128 -0.081
C 0.402 0.414 -1.343
C -0.615 -0.664 -1.555
O -0.244 -1.913 -1.702
H -1.156 0.968 2.478
H -1.252 1.338 0.756
H -0.046 2.159 1.772
H 1.216 0.013 2.065
H 0.246 -2.154 -0.810
H -0.987 -1.210 0.271
H 2.068 -0.411 -0.104
H 1.103 0.475 -2.184
H -0.057 1.399 -1.215
H -1.655 -0.470 -1.818
```

=====

Entry 3:
# C6H10O

One molecule with the formula C6H10O (the ωB97M-V functional and the def2-TZVPD basis, the OMol25 dataset).

Calculated values
* ΔE to the lowest compared entry with this formula, charge and spin: 43.3 kcal per mole
* LUMO: 0.83 eV
* F_max: 0.471 eV/Å
* frontier orbital gap: 0.3943 hartree

```
17
C6H10O (the ωB97M-V functional and the def2-TZVPD basis)
C 0.543 -1.128 1.662
C 0.282 -0.166 0.513
C 0.258 -0.730 -0.930
C -0.421 0.635 -1.014
O -1.032 1.200 -2.118
C 0.699 1.229 -0.096
C -1.167 0.328 0.280
H 1.411 -1.786 1.533
H 0.590 -0.664 2.649
H -0.334 -1.794 1.658
H -0.384 -1.608 -1.064
H 1.212 -0.842 -1.461
H -0.384 1.221 -2.833
H 0.363 2.145 0.412
H 1.715 1.358 -0.478
H -1.508 1.216 0.826
H -1.894 -0.483 0.326
```

=====

Entry 4:
# C6H10O

One molecule with the formula C6H10O (the ωB97M-V functional and the def2-TZVPD basis, the OMol25 dataset).

Calculated values
* ΔE to the lowest compared entry with this formula, charge and spin: 30.6 kcal per mole
* LUMO: 1.09 eV
* F_max: 1.300 eV/Å
* SMILES: C[C@H]1OC[C@H]2C[C@H]21
* frontier orbital gap: 0.3957 hartree

```
17
C6H10O (the ωB97M-V functional and the def2-TZVPD basis)
C 1.892 -0.552 0.078
C 0.952 0.642 -0.175
O 0.389 0.689 -1.499
C -0.979 0.059 -1.409
C -1.496 0.421 -0.029
C -1.047 -0.569 1.104
C -0.261 0.645 0.764
H 2.874 -0.455 -0.402
H 1.441 -1.485 -0.276
H 2.058 -0.655 1.161
H 1.495 1.573 0.060
H -1.723 0.310 -2.200
H -0.751 -0.993 -1.544
H -2.327 1.128 0.022
H -0.799 -1.538 0.687
H -1.385 -0.652 2.148
H -0.333 1.430 1.509
```

=====

Entry 5:
# C6H10O

One molecule with the formula C6H10O (the ωB97M-V functional and the def2-TZVPD basis, the OMol25 dataset).

Calculated values
* ΔE to the lowest compared entry with this formula, charge and spin: 93.0 kcal per mole
* LUMO: 1.00 eV
* F_max: 2.162 eV/Å
* SMILES: C[C@@H]1C=COCC1
* frontier orbital gap: 0.3321 hartree

```
17
C6H10O (the ωB97M-V functional and the def2-TZVPD basis)
C 1.815 -0.749 0.106
C 0.796 0.324 0.440
C 0.085 0.793 -0.803
C -1.698 0.496 0.745
O -2.245 0.035 -0.398
C -1.119 -0.591 -0.955
C -0.481 0.079 1.241
H 2.158 -1.288 0.989
H 2.690 -0.296 -0.382
H 1.374 -1.460 -0.599
H 1.319 1.122 1.010
H -0.197 1.881 -0.627
H 0.557 0.789 -1.772
H -2.349 1.224 1.210
H -1.190 -0.736 -2.013
H -1.107 -1.650 -0.507
H -0.409 0.027 2.316
```

=====

Entry 6:
# C6H10O

One molecule with the formula C6H10O (the ωB97M-V functional and the def2-TZVPD basis, the OMol25 dataset).

Calculated values
* ΔE to the lowest compared entry with this formula, charge and spin: 47.6 kcal per mole
* LUMO: 1.00 eV
* F_max: 2.463 eV/Å
* SMILES: C=C(C)CCC=O
* frontier orbital gap: 0.3495 hartree

```
17
C6H10O (the ωB97M-V functional and the def2-TZVPD basis)
C -2.457 0.113 0.086
C -0.969 0.315 0.227
C -0.335 0.911 1.247
C 0.045 -0.077 -0.800
C 1.245 -0.945 -0.272
C 2.564 -0.225 -0.364
O 2.659 0.962 -0.565
H -3.015 1.047 0.246
H -2.804 -0.614 0.822
H -2.728 -0.251 -0.912
H 0.078 1.027 -1.014
H 0.667 1.337 1.112
H -0.727 0.864 2.242
H -0.224 -0.440 -1.776
H 1.356 -1.895 -0.828
H 1.162 -1.289 0.783
H 3.482 -0.841 -0.234
```

=====

Entry 7:
# C6H10O

A 2-piece molecular cluster, C6H10O overall (the ωB97M-V functional and the def2-TZVPD basis, the OMol25 dataset).

Calculated values
* ΔE to the lowest compared entry with this formula, charge and spin: 49.4 kcal per mole
* LUMO: 0.66 eV
* F_max: 3.206 eV/Å
* SMILES: C=C/C=C/C=C.O
* frontier orbital gap: 0.3399 hartree

```
17
C6H10O (the ωB97M-V functional and the def2-TZVPD basis)
C 0.670 1.014 1.424
C 1.346 0.310 2.341
C -0.845 -0.856 0.564
C -0.083 0.236 0.469
C -1.372 -1.539 -1.739
C -1.746 -1.341 -0.484
H 0.504 2.069 1.558
H 1.918 0.799 3.123
H 1.363 -0.771 2.387
H -1.044 -1.155 1.601
H -0.114 0.680 -0.540
H -0.501 -1.137 -2.233
H -2.083 -2.003 -2.418
H -2.742 -1.605 -0.137
H 1.868 1.899 -1.217
H 1.465 1.346 -2.675
O 1.392 2.055 -2.024
```

=====

Entry 8:
# C6H10O

C6H10O as an isolated structure (the ωB97M-V functional and the def2-TZVPD basis, the OMol25 dataset).

Calculated values
* ΔE to the lowest compared entry with this formula, charge and spin: 39.2 kcal per mole
* LUMO: 1.15 eV
* F_max: 0.396 eV/Å
* frontier orbital gap: 0.3816 hartree

```
17
C6H10O (the ωB97M-V functional and the def2-TZVPD basis)
C 2.364 -0.124 0.073
C 1.095 0.702 0.252
C -0.043 -0.095 0.859
O -1.115 0.754 1.343
C -2.061 0.007 0.589
C -1.787 0.124 -0.873
C -1.012 -0.867 -0.036
H 2.185 -1.001 -0.563
H 2.740 -0.473 1.041
H 3.148 0.474 -0.402
H 0.772 1.102 -0.716
H 1.279 1.563 0.909
H 0.314 -0.725 1.684
H -3.031 -0.194 1.037
H -2.526 -0.327 -1.526
H -1.319 1.023 -1.274
H -0.986 -1.935 -0.234
```

=====

Here are the calculated calculated total energy numbers, same order: -8428.3272, -8426.3918, -8429.3608, -8429.9127, -8427.2091, -8429.1762, -8429.0995, -8429.5398 (eV).